1.
The following is a DFT calculation (the ωB97M-V functional and the def2-TZVPD basis) of a 7-piece molecular cluster, C21H34O21 overall in a non-equilibrium geometry.

SMILES	COC(=O)OC.COC(=O)OC.COC(=O)OC.O=C1OCCO1.O=C1OCCO1.O=C1OCCO1.O=C1OCCO1
net charge	0
energy relative to the best compared isomer or geometry (same formula, charge and spin)	380.3	kJ/mol
Kohn-Sham gap	10.3	eV

Cartesian coordinates (Å):
1 C -6.1212 -0.7450 -3.5834
2 C 1.5740 3.1705 7.3136
3 O -3.1505 0.5292 -2.5034
4 H -0.8119 -0.5746 -0.8603
5 O 1.3539 2.9999 5.9045
6 O 0.9470 1.4679 -0.8029
7 O -3.9254 -2.9750 0.4634
8 H -0.3449 -1.5376 1.2084
9 C -5.3094 -0.5985 -4.7950
10 H -1.1188 1.7831 -1.2066
11 H -5.9474 -0.1677 -5.5666
12 C -3.5725 1.7972 0.4281
13 C 2.0790 0.9804 3.0436
14 H 0.3597 -3.2107 1.2955
15 H -5.0167 -1.5980 -5.1167
16 H -5.9168 -2.9884 0.9561
17 H 1.6819 -0.0021 3.2987
18 C -4.1152 0.1847 -3.1411
19 O 3.2639 -4.3044 -2.7499
20 H 2.4867 3.7611 7.3927
21 H 0.0506 -2.5405 -0.2424
22 O 4.3525 -6.3326 -2.4623
23 H 3.1627 0.8795 3.1036
24 H -5.1441 -1.2694 0.6273
25 H 1.8498 1.3429 2.0415
26 C -2.7531 -2.1810 0.6691
27 C 1.8802 1.8650 5.3031
28 H 5.8216 -1.6254 -0.7967
29 C -0.2200 1.3295 -1.6244
30 H -4.5475 7.1168 0.3026
31 C -0.2043 -0.1824 -1.6759
32 H 3.5783 -2.6559 -0.3249
33 C 2.9959 -3.5222 -0.6386
34 O -5.2678 -0.2262 -2.6021
35 C -0.3274 -2.5397 0.7799
36 O 3.8259 -4.7798 -0.6731
37 H -0.4942 -0.6118 -2.6349
38 H -6.3769 -1.7796 -3.3548
39 H -3.1792 1.7761 -0.5883
40 H 1.7091 2.2437 7.8712
41 H 5.4132 -0.1940 0.1336
42 O 2.8071 0.1988 -0.2641
43 H 0.7579 3.7146 7.7890
44 H 2.3791 -2.3975 -2.4548
45 O 6.6874 0.2170 -1.2796
46 O 8.4230 -0.9108 -0.6262
47 H -4.3031 1.0037 0.5846
48 C 6.2431 -0.7495 -0.3034
49 C -5.2515 -2.3296 0.3980
50 H -2.6973 1.6810 1.0674
51 O -1.6731 -3.0207 0.6164
52 C 7.9460 -0.0587 -1.5844
53 H -0.0869 1.7109 -2.6368
54 C 2.3766 -3.4198 -2.0768
55 O 1.1307 -0.6310 -1.4467
56 O -4.2000 0.2109 -4.4577
57 H -7.0141 -0.1810 -3.8533
58 H -3.5247 6.5643 -0.9440
59 O -2.3499 4.1479 -0.1715
60 O -4.1316 3.0984 0.6472
61 O 2.5010 0.9660 5.8596
62 C 7.4579 -0.9070 0.4169
63 C -3.4517 4.1381 0.3284
64 H -2.8948 6.7423 0.6840
65 O 1.6598 1.9703 3.9555
66 C 1.7692 0.3700 -0.8329
67 H 2.2249 -3.6198 0.1256
68 H -5.7103 -2.2717 -0.5890
69 H 1.4104 -3.9200 -2.1436
70 C 3.8358 -5.2755 -1.9747
71 H 7.5596 -1.9137 0.8225
72 O 8.5831 0.4661 -2.5492
73 O -4.2796 5.0969 0.4345
74 C -3.7532 6.3960 0.1084
75 H 7.6414 -0.2130 1.2371
76 O -2.5927 -0.9588 0.9219

Atomic partial charges in e from the Löwdin method, atoms 1 to 5: C -0.148; C -0.049; O 0.149; H 0.099; O -0.026

---

2.
The following is a DFT calculation (the ωB97M-V functional and the def2-TZVPD basis) of a 2-piece molecular cluster, C5H9F2N overall in a non-equilibrium geometry.

SMILES	CC=C(F)F.C=NC
net charge	0
energy relative to the best compared isomer or geometry (same formula, charge and spin)	164.8	kJ/mol
Kohn-Sham gap	10.5	eV

Cartesian coordinates (Å):
1 C 0.1946 1.1723 1.3413
2 C 1.8441 -0.2116 0.6961
3 C -2.0928 1.2465 -0.4104
4 N 1.2686 1.0691 0.7023
5 H 1.8481 -0.7112 -0.2042
6 H -0.4922 -1.4138 -1.5535
7 C -1.8867 -0.0776 -0.5688
8 H -0.7249 0.0804 -2.4053
9 H -2.3694 -0.6104 0.2599
10 H -0.2908 0.3508 1.8253
11 H -0.3077 2.1271 1.4768
12 H -2.0434 -1.0943 -2.3298
13 H 2.9528 -0.0587 0.9744
14 F -1.8132 2.3065 -1.2177
15 C -1.2868 -0.6249 -1.7935
16 F -2.8082 1.7483 0.6586
17 H 1.5012 -0.9240 1.4186

Atomic partial charges in e from the natural (NBO) method, atoms 1 to 5: C -0.053; C -0.439; C 0.742; N -0.396; H 0.200

---

3.
The following is a DFT calculation (the ωB97M-V functional and the def2-TZVPD basis) of a 8-piece molecular cluster, C24H68N4O8 overall in a non-equilibrium geometry.

SMILES	COC[C@H](C)N.COC[C@H](C)N.COC[C@H](C)N.COC[C@H](C)N.CCO.CCO.CCO.CCO
net charge	0
energy relative to the best compared isomer or geometry (same formula, charge and spin)	241.2	kJ/mol
Kohn-Sham gap	9.6	eV

Cartesian coordinates (Å):
1 C 6.8801 -3.5571 1.2576
2 H -0.4480 -0.8424 -2.5116
3 H 8.2891 -3.5960 3.4689
4 H 9.1682 -2.7278 2.2880
5 C -3.3214 -3.3523 -0.0740
6 H -0.0607 -1.5448 0.2741
7 N -0.7341 -1.4100 -1.7130
8 C 1.5461 -1.0745 -0.9139
9 H 4.1591 0.2569 -6.3021
10 C 8.8389 -3.7448 2.5285
11 H 5.4579 2.1267 -6.7803
12 H -1.6256 -0.3812 5.9130
13 O -3.1578 4.7391 3.3830
14 H 2.1692 -1.1458 -0.0238
15 C 6.5553 -3.7995 -0.2078
16 H -4.8292 2.8109 3.7841
17 H -2.0458 2.4556 0.5534
18 H 3.0107 -2.4643 -3.7851
19 C 0.0642 -0.8693 -0.5768
20 O -2.5038 -3.5926 -2.3714
21 C -3.6576 -3.5515 -1.5568
22 H -5.0869 1.7042 5.8493
23 C 4.3442 -0.9798 -4.4798
24 C -2.9902 0.2381 -3.9484
25 O -7.0533 4.8092 0.8055
26 H 5.8315 -1.7872 -0.4956
27 H -3.1533 1.2703 1.3651
28 H -0.9787 -1.4777 3.0638
29 C -6.0474 2.7446 0.2043
30 H 2.3388 -1.6118 -5.1833
31 O -2.9294 -0.2420 4.2623
32 H -5.3748 3.2081 -0.5098
33 H 0.0260 -1.7391 4.6473
34 H 9.7194 -4.3436 2.7456
35 C -3.7234 1.4798 -3.5105
36 C -1.6495 -0.4068 4.8184
37 H -2.5077 4.1628 5.2740
38 H 5.0083 -5.1527 -0.1453
39 H -5.4587 1.8855 0.5832
40 H -5.4726 3.9669 1.8174
41 H -1.2545 4.7615 2.7003
42 H -3.3257 0.5994 4.5516
43 C -0.9238 -1.5728 4.1430
44 H -4.8161 4.5736 6.1999
45 C 4.8975 -0.3152 -5.7256
46 C -6.4246 3.6519 1.3680
47 H -2.3044 2.9550 4.0163
48 N 3.9192 -0.0215 -3.3961
49 H -4.2218 -4.4780 -1.6652
50 H -6.8425 2.1103 -0.1938
51 C 5.5339 -2.8146 -0.7401
52 C -4.2951 3.1077 4.6909
53 O -1.7860 0.4701 0.0686
54 C -2.1408 1.4669 1.0077
55 H -7.0345 3.2809 2.1913
56 H 7.1560 -2.4972 1.3475
57 H -1.9109 -2.8899 -2.0314
58 C 6.2582 1.4601 -6.4309
59 H -1.4988 -2.4655 4.4199
60 H -1.0479 0.4852 4.5626
61 H 6.4400 -5.7233 0.3867
62 H -1.5808 1.4143 1.9492
63 H -5.6084 4.9448 4.7091
64 H -2.8731 -2.3693 0.0883
65 H 3.6415 -2.8472 -5.3177
66 O 8.0013 -4.3857 1.5992
67 O -1.6300 0.5212 -4.2054
68 H -4.2590 -3.2808 0.4825
69 H 7.0825 2.0935 -6.1013
70 H -3.4218 -0.1958 -4.8654
71 H -1.5336 6.0031 3.9337
72 H 1.6828 -1.9908 -1.4936
73 H -4.8004 1.2986 -3.5567
74 H 5.4297 -2.8165 -1.8226
75 C -0.3839 0.5517 -0.2279
76 H 5.2182 -1.4715 -4.0330
77 C -2.9732 3.7568 4.3650
78 H -1.2158 -0.2727 -4.5560
79 H 6.6038 0.8536 -7.2747
80 H -3.4550 1.7715 -2.4965
81 H -2.2545 6.1690 2.2934
82 H 0.1612 0.8404 0.6735
83 C 3.2559 -2.0003 -4.7430
84 H -6.4028 5.4939 0.6471
85 N 6.0033 -5.1806 -0.3531
86 H -6.2166 3.5916 5.6884
87 H -3.7470 2.4025 6.5200
88 O 5.8443 0.6796 -5.3418
89 C -1.9832 5.4814 3.0879
90 H 1.9336 -0.3546 -1.6423
91 H 4.5779 -2.8970 -0.2172
92 H -2.6721 -4.1689 0.2372
93 H -3.0858 -0.6165 -3.2610
94 H -3.5846 2.2919 -4.2251
95 H 4.7585 0.5705 -3.4813
96 H 3.3221 0.6215 -3.9400
97 H -0.2438 1.2587 -1.0480
98 H 6.0876 -3.7652 1.9792
99 H -4.3368 -2.7195 -1.7973
100 C -5.3196 4.1046 5.3478
101 H -1.6336 -0.9854 -1.4572
102 N -4.1484 2.0316 5.6671
103 H 5.3138 -1.1660 -6.2781
104 H 7.4714 -3.8707 -0.8014

Atomic partial charges in e from the Löwdin method, atoms 1 to 5: C -0.206; H 0.070; H 0.086; H 0.084; C -0.088

---

4.
The following is a DFT calculation (the ωB97M-V functional and the def2-TZVPD basis) of a 2-piece molecular cluster, C4H11N3O2 overall in a non-equilibrium geometry.

SMILES	CN=C(N)N.CC(=O)O
net charge	0
energy relative to the best compared isomer or geometry (same formula, charge and spin)	75.0	kJ/mol
Kohn-Sham gap	9.6	eV

Cartesian coordinates (Å):
1 H -0.6817 -3.4367 -1.7189
2 O 0.2692 1.6567 0.5403
3 N -1.0223 -2.5160 -1.5102
4 C 1.3527 1.3803 1.2766
5 C -2.0714 0.0765 -1.2647
6 H 2.2698 2.2813 2.9733
7 C 1.7157 2.6207 2.1102
8 H 1.4915 -1.1986 0.0785
9 H -2.0147 -2.4260 -1.4323
10 H -2.8569 -0.6074 -1.5686
11 H 1.2769 -2.8307 -0.5041
12 H -0.1882 0.8834 0.0043
13 N -0.8038 -0.3828 -0.6964
14 N 0.9337 -1.8962 -0.4087
15 C -0.2314 -1.5078 -0.9702
16 H 2.3128 3.2084 1.4277
17 H -2.5730 0.5536 -0.3912
18 H -1.8427 0.8504 -1.9981
19 H 0.8179 3.0008 2.6299
20 O 1.8459 0.2902 1.4227

Atomic partial charges in e from the natural (NBO) method, atoms 1 to 5: H 0.386; O -0.742; N -0.850; C 0.819; C -0.435

---

5.
The following is a DFT calculation (the ωB97M-V functional and the def2-TZVPD basis) of C40H32LaN6O3S as an isolated structure in a non-equilibrium geometry.

net charge	+1
Kohn-Sham gap	6.8	eV

Cartesian coordinates (Å):
1 O 4.4517 -7.8036 -6.4328
2 C 1.9440 -2.9201 -3.7006
3 H 4.2270 -6.4293 -3.6627
4 H -0.0319 -5.3012 -2.3986
5 H -5.2899 2.2809 1.6920
6 N 0.3502 1.3832 -1.5777
7 La -0.2689 0.1520 0.6611
8 H -2.2187 -1.8073 4.2001
9 C -2.9057 5.9403 2.1170
10 H 4.6383 -2.6785 4.2257
11 N 0.6044 1.1594 3.0794
12 H 3.1354 1.2708 -3.5913
13 H -5.5924 1.9870 -0.7132
14 C -1.4122 4.2208 2.8462
15 C -1.8764 -1.4225 3.2343
16 H -1.6427 6.6056 5.2848
17 H 3.3270 -3.2538 -5.2742
18 C -3.4980 1.4636 -0.2513
19 C 0.5296 -2.7392 -1.7030
20 C 2.4386 -2.1420 1.7025
21 H -0.8463 -1.0706 3.3224
22 N 1.7267 -1.1177 2.1584
23 H 3.4496 -0.5821 5.0421
24 C -2.0248 1.7460 -2.0079
25 H 3.6430 1.6113 -0.9972
26 O -0.7520 2.5248 1.3296
27 C -4.7232 0.9856 3.2683
28 S 2.8325 -5.8086 -6.3823
29 H -2.7883 2.5075 -3.9056
30 C -2.6461 6.6517 3.3545
31 C -4.3054 2.2434 -2.3408
32 H 1.4548 1.5553 -5.2476
33 C 3.1218 -1.1424 4.1370
34 C -2.2235 4.7755 1.8650
35 C 1.0854 -3.4687 -2.8008
36 C 4.1365 -6.8351 -5.7721
37 H 2.1270 -1.8440 -3.5796
38 C -3.6304 1.0319 1.1636
39 H -5.5425 1.3226 3.9568
40 H -3.1113 7.6038 3.5210
41 C 1.2328 -5.5288 -4.0540
42 C 4.8736 -6.4008 -4.5184
43 C 1.1371 1.5654 -4.2407
44 C -4.6180 1.4788 1.9854
45 C -0.6672 2.9673 2.5116
46 C -3.7713 0.0743 3.7123
47 C 0.6866 -4.8068 -2.9993
48 C 2.5669 -3.6783 -4.6587
49 H -1.9195 -2.2298 2.5281
50 C 2.6379 1.2603 -0.8029
51 H 3.8784 -3.5875 1.9389
52 N 0.0223 2.3499 3.4592
53 H 1.7595 1.0627 4.7932
54 H -0.9784 1.8598 -4.5941
55 H 5.7175 -7.1105 -4.3979
56 C 2.0937 1.3536 -3.2555
57 C 2.1910 -4.9782 -4.9275
58 C 1.5004 0.6501 3.8164
59 C 1.6420 1.2860 -1.9435
60 C 2.0743 -0.6076 3.3593
61 H -3.6065 6.3265 1.3910
62 C -1.8301 6.0937 4.3294
63 C -4.5778 1.8754 -1.0443
64 C -0.5718 1.6308 -2.5545
65 C -2.9867 2.2210 -2.8625
66 H -5.1115 2.6235 -2.9532
67 H 2.7042 0.3011 -0.2724
68 N -2.7818 0.0850 1.5417
69 H 5.3128 -5.4073 -4.6335
70 O -0.5915 4.2113 5.0980
71 C -0.2112 1.6596 -3.8815
72 H -3.7727 -0.4315 4.7047
73 C 3.4168 -2.7478 2.4327
74 C 0.2113 -2.0711 -0.7409
75 C 3.8127 -2.2296 3.6752
76 H 0.7964 -6.5338 -4.2936
77 H -2.3095 4.1075 0.9746
78 C -1.2201 4.8339 4.0782
79 C -2.8241 -0.3615 2.8245
80 N -2.2463 1.3898 -0.7638
81 H 2.1924 -2.5971 0.7787
82 H -0.0889 3.3978 4.6356
83 H 2.3314 1.9871 0.0018

Atomic partial charges in e from the Löwdin method, atoms 1 to 5: O 0.008; C -0.051; H 0.069; H 0.105; H 0.130

---

6.
The following is a DFT calculation (the ωB97M-V functional and the def2-TZVPD basis) of a 2-piece molecular cluster, C5H4S overall in a non-equilibrium geometry.

net charge	0
energy relative to the best compared isomer or geometry (same formula, charge and spin)	845.9	kJ/mol
Kohn-Sham gap (spin up / spin down)	7.2 / 8.5	eV

Cartesian coordinates (Å):
1 H 0.3242 0.1790 2.0048
2 C -0.1793 0.7097 -0.0836
3 C -0.9380 -1.8342 -0.5174
4 H 1.0753 0.5787 -2.3078
5 H 1.6896 -0.0630 0.8111
6 C -0.0607 -1.3248 0.3516
7 S -1.9828 0.8414 -0.0049
8 H 0.4802 1.4406 -0.5152
9 C 0.5779 -0.0915 0.9518
10 C -0.9866 -0.4361 -0.6904

Atomic partial charges in e from the natural (NBO) method, atoms 1 to 5: H 0.261; C -0.343; C -0.100; H -0.005; H 0.253

---

- net charge of number 2 (C5H9F2N)?
  0

---

- Number 5 is which compound?
  C40H32LaN6O3S

---

- What is the net charge in the first record?
  0